{
  "formula": "C9H5AgF6N4O8S3",
  "method": "wB97M-V/def2-TZVPD",
  "symbols": ["Ag", "F", "C", "F", "F", "S", "O", "O", "N", "S", "O", "O", "C", "F", "F", "F", "C", "C", "N", "C", "C", "N", "C", "O", "O", "C", "O", "O", "H", "H", "H", "H", "H", "S", "C", "N"],
  "positions_angstrom": [[-0.243903, 0.046169, -0.214977], [-1.794610, -4.258379, 0.100502], [-2.051827, -3.001004, -0.312356], [-3.148602, -3.042397, -1.072968], [-1.022409, -2.586976, -1.046539], [-2.283626, -1.961056, 1.206923], [-1.013722, -2.055261, 1.855634], [-3.446108, -2.531369, 1.826213], [-2.534842, -0.424427, 0.832369], [-3.122116, 0.247454, -0.466872], [-2.708115, -0.371042, -1.689684], [-3.043348, 1.661372, -0.302993], [-4.941356, -0.083513, -0.385278], [-5.480045, 0.439191, 0.720747], [-5.223098, -1.389525, -0.405209], [-5.546350, 0.480147, -1.444752], [0.621164, 1.654098, 3.340144], [1.608302, 0.745264, 2.703222], [1.449858, 0.158800, 1.546071], [2.590755, -0.569188, 1.314281], [3.461765, -0.422840, 2.367594], [2.814158, 0.417558, 3.231638], [4.833183, -0.950387, 2.742417], [5.385006, -1.718855, 1.907680], [5.268899, -0.555893, 3.834033], [2.711691, -1.324942, 0.049169], [3.823117, -2.002640, -0.134406], [1.821564, -1.310381, -0.783587], [-0.184810, 1.835718, 2.631611], [1.073311, 2.614814, 3.592115], [0.199349, 1.216139, 4.246972], [3.248064, 0.701604, 4.094976], [4.458190, -1.877360, 0.666759], [0.657118, 4.993691, -0.565039], [0.468030, 3.340048, -0.692138], [0.351219, 2.186445, -0.791743]],
  "forces_ev_per_angstrom": [[0.811, 0.570, 0.127], [-0.050, 0.316, -0.069], [0.006, -0.147, -0.215], [0.167, -0.104, 0.111], [-0.121, -0.132, 0.072], [-0.467, 0.418, 0.128], [0.098, -0.141, 0.204], [0.022, -0.109, -0.023], [0.386, -0.544, -0.341], [-0.538, 0.152, 0.615], [0.005, -0.103, -0.308], [-0.117, 0.086, -0.153], [-0.061, -0.010, -0.077], [0.052, -0.019, -0.039], [0.028, 0.072, 0.004], [0.034, -0.012, 0.076], [-0.061, 0.068, 0.008], [-0.027, 0.035, -0.067], [-0.045, -0.099, -0.002], [-0.009, 0.018, 0.087], [0.009, -0.031, 0.023], [0.103, -0.118, -0.078], [-0.014, 0.135, -0.056], [-0.261, 0.037, -0.186], [-0.033, -0.015, 0.046], [-0.062, -0.009, -0.077], [0.148, 0.098, 0.205], [-0.011, -0.116, 0.012], [0.004, -0.017, 0.002], [0.013, -0.010, 0.007], [0.010, -0.012, 0.001], [-0.009, 0.019, 0.040], [0.117, -0.192, -0.039], [-0.049, -0.496, -0.019], [0.097, 0.542, 0.001], [-0.171, -0.130, -0.020]],
  "spin_multiplicity": 1,
  "lumo_ev": 4.66,
  "total_charge": -2,
  "homo_lumo_gap_ev": 7.26,
  "relative_energy_kcal_mol": 8.2
}


{
  "formula": "C24H35BIrN3O5",
  "method": "wB97M-V/def2-TZVPD",
  "symbols": ["Ir", "C", "C", "C", "C", "C", "C", "C", "C", "N", "H", "H", "H", "H", "H", "H", "H", "H", "H", "C", "C", "C", "O", "B", "O", "C", "C", "C", "H", "H", "H", "H", "H", "H", "H", "H", "H", "H", "H", "H", "O", "C", "N", "C", "O", "C", "C", "C", "C", "N", "C", "H", "H", "H", "H", "H", "H", "H", "H", "C", "O", "C", "C", "H", "H", "H", "H", "H", "H"],
  "positions_angstrom": [[-1.045965, 0.561313, -0.267574], [1.049516, -1.646946, 2.712143], [1.294189, -2.496779, 1.503585], [2.085002, -3.620904, 1.544361], [2.318773, -4.423364, 0.417977], [1.669134, -4.069452, -0.770374], [0.873063, -2.949204, -0.883478], [0.176995, -2.599381, -2.161951], [0.680987, -2.053921, 0.256413], [0.005631, -0.950722, 0.190138], [1.567629, -2.047320, 3.590122], [-0.020862, -1.567173, 2.929428], [1.370813, -0.615613, 2.530697], [2.546896, -3.891737, 2.494346], [2.949192, -5.302978, 0.470375], [1.797381, -4.708790, -1.646712], [0.148525, -3.459726, -2.842690], [0.649921, -1.751360, -2.680628], [-0.840606, -2.254733, -1.958715], [-4.691595, 3.944017, 2.046940], [-3.219907, 3.638660, 1.808061], [-2.484231, 4.922175, 1.416014], [-3.098455, 2.721639, 0.740068], [-1.922783, 1.897679, 0.926840], [-1.490945, 2.187867, 2.273842], [-2.509576, 2.887732, 2.962010], [-1.880749, 3.781494, 4.020931], [-3.425486, 1.860636, 3.631424], [-5.097628, 4.459379, 1.173835], [-4.826598, 4.587460, 2.922520], [-5.258843, 3.025293, 2.190632], [-2.904219, 5.282986, 0.475348], [-1.426732, 4.707228, 1.254731], [-2.581465, 5.706691, 2.172554], [-1.116500, 4.422023, 3.582758], [-1.404933, 3.158746, 4.781030], [-2.634978, 4.407917, 4.508762], [-3.882459, 1.221080, 2.874936], [-4.210708, 2.331401, 4.231053], [-2.815135, 1.229825, 4.279534], [2.272356, -4.496764, -4.890233], [3.534152, -3.905290, -4.642463], [3.419481, -2.894313, -3.635321], [4.317993, -2.765793, -2.617315], [5.294007, -3.496757, -2.524446], [4.020117, -1.694984, -1.623199], [4.398759, -1.905020, -0.304825], [4.024322, -0.966437, 0.640840], [3.360436, 0.178957, 0.226247], [3.071067, 0.434794, -1.046627], [3.355940, -0.513078, -1.930179], [1.895307, -4.716151, -4.026618], [3.862388, -3.509656, -5.608041], [4.271055, -4.623212, -4.281707], [2.678328, -2.222496, -3.736364], [4.904366, -2.822644, -0.041368], [4.221568, -1.125017, 1.693394], [3.033816, 0.922272, 0.945105], [3.084351, -0.261709, -2.952883], [-4.079728, 0.927592, -1.479859], [-3.095320, 1.759945, -2.063887], [-1.798878, 1.641908, -1.584442], [-1.007546, 2.643884, -2.412289], [-4.473971, 0.252820, -2.249359], [-4.886264, 1.555997, -1.092470], [-3.632411, 0.345448, -0.670281], [-1.406285, 2.745096, -3.429016], [0.041206, 2.355127, -2.439904], [-1.072902, 3.622340, -1.923781]],
  "forces_ev_per_angstrom": [[-0.054, 0.323, -0.086], [0.015, -0.013, -0.015], [0.076, 0.011, -0.039], [-0.026, 0.011, 0.032], [0.065, -0.082, 0.009], [-0.087, 0.122, -0.019], [0.102, 0.013, 0.041], [0.038, -0.048, -0.028], [-0.077, -0.019, 0.001], [0.021, -0.130, -0.078], [0.012, 0.000, -0.005], [0.005, 0.005, -0.022], [0.000, 0.031, 0.023], [0.005, -0.005, 0.002], [-0.004, -0.016, 0.017], [-0.012, -0.006, -0.008], [0.014, 0.054, -0.013], [-0.019, 0.023, 0.036], [-0.019, -0.033, -0.017], [-0.007, -0.010, -0.006], [-0.015, 0.022, 0.011], [0.018, 0.000, -0.008], [0.039, -0.018, -0.029], [-0.059, 0.014, 0.105], [0.018, -0.075, 0.001], [0.017, -0.005, 0.015], [0.003, 0.011, -0.004], [0.000, -0.013, 0.001], [-0.004, 0.004, 0.002], [0.003, -0.005, 0.001], [0.001, 0.005, -0.004], [0.003, 0.000, -0.003], [-0.007, 0.005, 0.005], [-0.013, -0.001, -0.004], [0.000, -0.006, 0.005], [0.000, 0.002, 0.001], [0.001, 0.000, -0.001], [-0.002, 0.007, 0.004], [0.010, 0.002, 0.005], [0.000, -0.006, -0.005], [0.039, -0.100, 0.048], [-0.106, -0.115, 0.030], [0.260, 0.242, -0.237], [-0.001, 0.045, 0.002], [0.006, -0.043, 0.068], [-0.039, -0.094, 0.080], [-0.129, -0.018, 0.054], [0.062, -0.049, 0.079], [-0.051, 0.011, -0.057], [-0.046, -0.067, 0.034], [0.125, 0.245, -0.153], [-0.023, 0.043, -0.056], [-0.030, 0.046, 0.028], [0.020, -0.004, -0.018], [-0.203, -0.010, 0.203], [0.006, 0.000, 0.032], [-0.006, -0.005, -0.034], [-0.002, -0.001, -0.011], [-0.009, -0.140, -0.053], [0.044, 0.018, 0.003], [-0.058, -0.019, -0.038], [0.039, -0.172, 0.057], [0.036, -0.009, 0.022], [0.003, 0.015, 0.000], [0.003, 0.002, 0.007], [0.012, 0.003, 0.007], [0.018, -0.032, -0.016], [0.005, 0.015, 0.021], [-0.034, 0.020, -0.028]],
  "spin_multiplicity": 1,
  "lumo_ev": 4.56,
  "total_charge": -2,
  "homo_lumo_gap_ev": 3.75,
  "relative_energy_kcal_mol": 10.0
}


{
  "formula": "C2H3Cl3N2",
  "method": "wB97M-V/def2-TZVPD",
  "symbols": ["C", "C", "N", "N", "Cl", "Cl", "Cl", "H", "H", "H"],
  "positions_angstrom": [[-0.051941, -0.272057, 0.557753], [-0.827352, 0.904241, -0.739181], [-0.651207, -0.118104, 1.649257], [1.060138, -0.793291, 0.046707], [-0.155280, 2.475895, -0.845056], [-0.552423, 0.000368, -2.291065], [2.287214, -1.735528, 0.680323], [-1.832183, 0.725890, -0.529153], [-0.386274, -0.519650, 2.499188], [1.109307, -0.667764, -1.028771]],
  "forces_ev_per_angstrom": [[-1.609, 3.374, -0.125], [3.251, -4.048, 0.725], [-0.596, 0.609, -1.966], [0.125, 0.600, -3.813], [-0.221, 0.133, 0.455], [-0.238, 0.406, -0.142], [-0.148, -0.192, 0.639], [-1.607, 0.703, 0.562], [0.909, -1.103, 1.214], [0.134, -0.484, 2.453]],
  "spin_multiplicity": 1,
  "lumo_ev": 0.42,
  "total_charge": 0,
  "homo_lumo_gap_ev": 9.95,
  "relative_energy_kcal_mol": 60.9
}


{
  "formula": "C28H32Cl8O20",
  "method": "wB97M-V/def2-TZVPD",
  "symbols": ["C", "C", "C", "O", "C", "C", "C", "O", "O", "O", "H", "H", "H", "H", "C", "C", "C", "O", "C", "C", "C", "O", "O", "O", "H", "H", "H", "H", "C", "C", "C", "O", "C", "C", "C", "O", "O", "O", "H", "H", "H", "H", "C", "C", "C", "O", "C", "C", "C", "O", "O", "O", "H", "H", "H", "H", "O", "H", "H", "O", "H", "H", "O", "H", "H", "O", "H", "H", "C", "Cl", "Cl", "H", "H", "C", "Cl", "Cl", "H", "H", "C", "Cl", "Cl", "H", "H", "C", "Cl", "Cl", "H", "H"],
  "positions_angstrom": [[-9.723070, 24.572325, -17.052981], [-8.985264, 23.553965, -17.530199], [-8.172156, 23.661709, -18.802040], [-7.607636, 22.661441, -19.197362], [-8.072413, 25.010011, -19.327717], [-8.817381, 26.023136, -18.885474], [-9.795479, 25.869361, -17.721804], [-10.531916, 26.793922, -17.472648], [-8.953124, 27.152828, -19.576558], [-8.763916, 22.521377, -16.726851], [-10.108197, 24.522198, -16.042009], [-7.549897, 25.114529, -20.273335], [-9.400190, 27.818431, -19.030143], [-8.269611, 21.755014, -17.065321], [-10.657794, 17.219514, -18.545202], [-11.845994, 17.642559, -18.110348], [-12.080886, 19.073868, -17.711903], [-13.087630, 19.523425, -17.230587], [-10.865783, 19.941332, -17.788149], [-9.698372, 19.456149, -18.238119], [-9.509821, 18.105731, -18.766061], [-8.474365, 17.770340, -19.302098], [-8.627419, 20.272518, -18.201804], [-12.857449, 16.785544, -17.823553], [-10.616167, 16.210491, -18.940456], [-10.970711, 20.951327, -17.420323], [-7.845466, 19.970229, -18.707848], [-13.572578, 16.851889, -18.471008], [-8.551927, 20.131704, -20.894540], [-7.763125, 19.625035, -21.867797], [-8.281791, 18.824577, -23.051023], [-7.565772, 18.387431, -23.932277], [-9.724609, 18.640102, -23.070954], [-10.477872, 19.114200, -22.066679], [-9.962825, 19.874975, -20.874935], [-10.711200, 20.158400, -19.961748], [-11.816755, 18.962213, -22.045657], [-6.484079, 19.970460, -21.904129], [-8.047500, 20.726225, -20.145022], [-10.149503, 18.076264, -23.889775], [-12.081683, 19.339418, -21.172760], [-5.955078, 19.377991, -22.467568], [-9.994667, 14.534537, -21.429603], [-9.227366, 14.910849, -22.471040], [-9.612806, 14.607814, -23.872841], [-8.941998, 15.005875, -24.809090], [-10.794791, 13.821406, -24.063359], [-11.487759, 13.337081, -23.019647], [-11.133444, 13.609561, -21.596389], [-11.761929, 13.162321, -20.668949], [-12.616025, 12.629377, -23.170268], [-8.226247, 15.771144, -22.346389], [-9.750157, 14.958486, -20.464030], [-11.224566, 13.612732, -25.033959], [-12.773268, 12.134378, -22.347877], [-7.845474, 16.070404, -23.189606], [-3.368801, 21.416281, -22.329902], [-3.834261, 22.210298, -22.629827], [-3.399760, 20.826811, -23.092768], [-4.656962, 19.260925, -24.474721], [-4.845082, 18.887226, -25.345709], [-4.130806, 18.582358, -24.031791], [-6.641754, 20.072439, -26.682764], [-6.497899, 19.875288, -25.748110], [-7.065275, 19.280856, -27.034000], [-5.978769, 19.935618, -18.998997], [-5.551007, 19.135944, -19.326119], [-5.861575, 20.572473, -19.717606], [-13.382889, 21.837999, -18.527845], [-13.833428, 21.177958, -20.125407], [-13.139281, 23.603456, -18.710688], [-14.207210, 21.677601, -17.846662], [-12.430609, 21.409822, -18.240554], [-13.712555, 21.395033, -23.777160], [-14.878931, 20.632093, -24.897064], [-13.197774, 22.936862, -24.442308], [-14.259268, 21.485190, -22.845479], [-12.828603, 20.780682, -23.651650], [-6.519251, 23.753410, -21.672648], [-5.163826, 23.940621, -20.546105], [-6.089351, 22.925126, -23.107839], [-7.322654, 23.260875, -21.126655], [-6.893983, 24.752399, -21.886175], [-5.606352, 16.611746, -19.852465], [-4.146787, 17.136083, -18.977054], [-5.565956, 17.136142, -21.548999], [-5.831225, 15.555680, -19.757426], [-6.439426, 17.156643, -19.418170]],
  "forces_ev_per_angstrom": [[-0.138, 0.571, 0.336], [0.594, 0.242, 0.699], [-0.358, 0.263, 1.397], [0.011, 0.182, -0.236], [0.338, -0.510, -1.445], [-1.263, 0.273, -0.055], [0.702, -0.919, -0.501], [-0.010, 0.182, 0.282], [0.742, 0.033, 0.095], [-0.356, -0.150, 0.573], [-0.290, -0.152, -0.135], [-0.123, 0.366, 0.628], [-0.328, -0.201, 0.125], [-0.185, 0.359, -0.808], [-0.397, -0.626, -1.055], [-0.540, 0.119, 0.487], [2.650, 1.169, 0.536], [-1.137, -0.838, 0.030], [-0.461, -2.089, 1.988], [0.982, 1.588, 2.460], [-0.637, -0.737, 0.745], [-0.090, -0.181, 0.037], [-0.346, -0.446, 0.407], [0.148, -0.350, -0.563], [0.275, -0.074, 0.386], [0.378, -0.036, 0.003], [0.273, -0.611, 0.522], [-0.081, 0.189, 0.246], [0.873, 0.309, -0.848], [0.121, 0.465, -0.562], [-0.956, -0.102, 0.220], [0.443, 0.210, 0.475], [0.029, 0.000, 0.264], [-1.144, -0.370, -0.273], [1.409, -0.294, -1.454], [-1.187, 1.416, -3.235], [0.496, 0.151, 0.605], [0.184, -0.085, 0.257], [-0.520, 0.215, -0.542], [-0.070, 0.059, -0.036], [-0.247, -0.053, -0.404], [-0.276, 0.288, -0.343], [0.440, 0.014, 0.010], [-0.510, 0.907, 0.026], [0.183, -0.548, -1.041], [0.176, 0.345, 0.468], [-1.518, -0.713, 0.234], [-0.613, -0.382, -0.093], [1.666, 1.360, 0.080], [-0.499, -0.453, -0.018], [0.367, -0.274, -0.251], [0.350, 0.040, 0.829], [-0.080, -0.379, 0.140], [0.484, 0.131, -0.244], [-0.163, 0.347, 0.097], [-0.327, -0.396, -0.305], [0.039, -0.019, -0.102], [0.121, -0.238, 0.161], [-0.041, 0.099, -0.033], [0.222, -0.182, 0.223], [0.088, 0.104, 0.021], [-0.031, 0.033, -0.088], [0.184, -0.236, 0.098], [-0.268, 0.123, -0.009], [-0.055, 0.096, 0.048], [-0.294, 0.175, -0.049], [0.117, 0.097, 0.081], [0.176, 0.022, 0.049], [0.089, 1.027, -0.777], [-0.061, -0.280, 0.169], [0.002, -0.195, 0.215], [0.190, -0.141, 0.055], [-0.643, 0.256, -0.123], [-0.412, -0.306, -0.309], [0.272, -0.212, 0.114], [0.071, 0.278, 0.271], [0.224, 0.435, 0.024], [-0.151, -0.197, -0.122], [-0.634, 0.826, 0.968], [0.235, -0.076, -0.096], [0.009, -0.360, -1.075], [0.441, -0.439, -0.359], [0.385, -0.027, -0.534], [-0.541, 0.821, 0.393], [-0.180, -0.474, -0.208], [0.342, -0.628, -0.031], [0.568, -0.124, -0.233], [0.072, -0.085, 0.014]],
  "spin_multiplicity": 1,
  "smiles": "O=C1C=C(O)C(=O)C=C1O.O=C1C=C(O)C(=O)C=C1O.O=C1C=C(O)C(=O)C=C1O.O=C1C=C(O)C(=O)C=C1O.ClCCl.ClCCl.ClCCl.ClCCl.O.O.O.O",
  "lumo_ev": -2.12,
  "total_charge": 0,
  "homo_lumo_gap_ev": 6.93
}


{
  "formula": "C3H3KO3",
  "method": "wB97M-V/def2-TZVPD",
  "symbols": ["H", "O", "C", "O", "O", "K", "H", "C", "C", "H"],
  "positions_angstrom": [[-1.990230, -0.608535, 1.445864], [-1.350548, -0.610674, 0.719482], [-0.690780, 0.518048, 0.669867], [-0.830282, 1.422798, 1.475426], [0.313223, 0.503663, -0.173225], [-0.322450, 4.071942, 2.095054], [0.985572, -0.427486, -0.188924], [1.425829, -1.532911, -1.862582], [0.511658, -0.857541, -2.372066], [1.948007, -2.479304, -1.808895]],
  "forces_ev_per_angstrom": [[-0.009, 0.161, -0.031], [-0.662, -0.655, -0.347], [1.519, -0.453, 1.946], [-0.748, 0.773, -0.483], [2.951, -2.300, -0.554], [-0.060, -0.394, -0.105], [-3.229, 3.213, -0.361], [-0.965, -0.184, -0.808], [1.124, -0.586, 0.697], [0.078, 0.425, 0.046]],
  "spin_multiplicity": 2,
  "lumo_ev": [-3.84, -5.92],
  "total_charge": 1,
  "s_squared": 0.758,
  "homo_lumo_gap_ev": [10.16, 7.77],
  "relative_energy_kcal_mol": 95.3
}


> Number 4 is which compound?

C28H32Cl8O20